(1)
48
Properties=species:S:1:pos:R:3:forces:R:3:lowdin_charge:R:1 method="wB97M-V/def2-TZVPD" charge=+1 e_above_lowest_ev=0.079 e_lumo_ev=-4.17 spin_multiplicity=1
Pt 0.168429 0.236855 -0.152761 0.22 0.33 0.38 1.1662
Br 3.547252 -2.196538 5.936566 0.02 -0.01 -0.05 0.7588
C 2.959615 -1.759662 4.193335 0.07 -0.03 0.15 -0.6940
C 3.856282 -1.838225 3.113489 -0.07 -0.01 -0.08 -0.0901
C 3.443342 -1.499705 1.855064 0.08 0.03 -0.04 0.0049
C 2.132321 -1.033420 1.598636 -0.25 -0.04 0.08 -0.3306
O 1.866553 -0.659069 0.383676 0.12 0.10 -0.12 -0.2713
C 1.210735 -1.025706 2.689199 0.24 0.05 -0.07 -0.1268
C -0.167281 -0.721617 2.567067 -0.03 -0.06 0.05 -0.0385
N -0.772226 -0.357833 1.480022 -0.14 0.07 -0.11 -0.0860
C -2.168276 -0.141852 1.408150 -0.04 0.07 0.05 -0.2094
C -3.115339 -0.664935 2.245513 0.08 -0.10 -0.03 0.0147
C -4.476869 -0.354421 2.054335 -0.07 -0.01 0.02 -0.0399
C -4.880736 0.476062 1.048526 -0.04 0.01 0.03 -0.0086
C -3.927923 1.022196 0.158889 0.13 0.00 -0.01 -0.1394
C -4.244824 1.888084 -0.912311 0.00 -0.04 -0.01 0.0253
C -3.247672 2.361905 -1.714683 -0.08 0.07 -0.07 -0.0199
C -1.925347 1.944883 -1.498219 0.05 -0.02 0.06 -0.0905
N -1.599815 1.120149 -0.528093 -0.22 -0.06 -0.05 -0.0911
C -2.576670 0.683148 0.333466 -0.01 0.03 -0.01 -0.1879
C 1.672702 -1.379263 3.983674 -0.11 0.00 0.03 -0.0857
H 4.871234 -2.170766 3.284171 0.00 0.00 0.00 0.1110
H 4.113533 -1.558349 1.007711 0.04 0.02 0.04 0.1240
H -0.766826 -0.803083 3.471088 0.00 -0.07 -0.01 0.1382
H -2.828657 -1.349308 3.032831 -0.04 0.02 0.03 0.1206
H -5.211868 -0.794047 2.714527 0.02 0.02 0.03 0.1183
H -5.927415 0.716264 0.916535 0.00 0.00 -0.01 0.1245
H -5.276736 2.164234 -1.088210 0.00 0.03 0.03 0.1313
H -3.459719 3.040942 -2.527777 0.03 -0.01 -0.01 0.1179
H -1.117711 2.290604 -2.128860 -0.01 -0.04 -0.04 0.1153
H 0.984681 -1.346148 4.819587 -0.04 0.00 -0.04 0.1121
Cl 0.933004 -2.753635 -1.654082 -0.06 -0.18 -0.18 0.5723
C -0.628300 -2.922475 -2.467974 0.11 0.02 0.17 -0.9696
Cl -1.868949 -1.930086 -1.672294 -0.19 -0.19 -0.21 0.5554
H -0.940825 -3.957669 -2.419534 -0.01 -0.01 -0.01 0.0314
H -0.526117 -2.583370 -3.491701 -0.04 -0.04 -0.02 0.0233
Se 3.836555 3.352610 -0.412428 -0.01 0.06 0.18 1.2175
N 4.211099 2.939810 -2.074498 0.09 -0.04 -0.22 -0.2215
C 3.268273 2.108639 -2.479948 -0.16 -0.09 0.21 -0.3806
C 3.181095 1.513363 -3.766368 -0.02 -0.03 -0.07 0.0343
C 2.121530 0.701666 -4.009087 0.11 0.06 -0.24 -0.0213
C 1.165410 0.436495 -2.998254 -0.28 -0.07 0.17 -0.1119
N 1.211618 0.928260 -1.786442 0.43 0.08 0.09 -0.0720
C 2.256375 1.789567 -1.498246 0.14 0.09 -0.12 -0.4525
N 2.381118 2.361933 -0.322449 -0.05 0.00 -0.01 -0.2267
H 3.938365 1.706801 -4.513827 0.01 0.05 0.03 0.1325
H 1.998803 0.233328 -4.975124 -0.05 -0.04 0.03 0.1185
H 0.326175 -0.216614 -3.202887 0.05 -0.06 -0.01 0.0975

***

(2)
48
Properties=species:S:1:pos:R:3:forces:R:3:lowdin_charge:R:1 method="wB97M-V/def2-TZVPD" charge=-1 e_above_lowest_ev=0.000 e_lumo_ev=2.05 spin_multiplicity=1
Na -0.597802 0.903631 0.375804 0.49 -0.12 -0.32 0.3379
Br 4.910081 0.881840 5.819071 0.04 0.01 0.03 0.6527
C 3.388266 0.734529 4.686368 -0.03 0.00 -0.19 -0.7202
C 2.112165 0.574411 5.252649 -0.03 -0.01 0.15 -0.1481
C 1.009752 0.466559 4.457897 0.01 0.00 -0.04 -0.0155
C 1.080102 0.512496 3.017707 0.00 0.00 -0.02 -0.3819
O 0.044458 0.429209 2.315329 0.14 -0.08 0.52 -0.0696
C 2.409575 0.663286 2.472430 0.10 -0.01 -0.21 -0.1295
C 2.711369 0.687246 1.065334 -0.14 0.04 0.18 -0.0897
N 1.885518 0.577230 0.082397 0.28 -0.04 -0.19 0.1020
C 2.407014 0.553528 -1.231077 -0.26 0.02 0.20 -0.1795
C 3.728430 0.412739 -1.584873 0.08 -0.02 -0.12 -0.0298
C 4.139816 0.409260 -2.935128 0.00 0.00 0.10 -0.0897
C 3.234516 0.527660 -3.945951 -0.09 0.01 -0.03 -0.0590
C 1.856723 0.636068 -3.635091 0.08 -0.01 -0.20 -0.1626
C 0.859070 0.727423 -4.636320 0.05 -0.01 0.03 -0.0266
C -0.450722 0.802603 -4.275809 -0.03 -0.01 0.10 -0.0472
C -0.770039 0.783592 -2.897210 -0.12 0.02 -0.09 -0.1059
N 0.122799 0.705189 -1.950948 0.12 0.16 -0.07 0.1205
C 1.437268 0.641047 -2.291125 -0.02 -0.06 0.20 -0.1435
C 3.524117 0.776970 3.327559 0.01 0.01 0.13 -0.1185
H 2.011549 0.540118 6.331136 0.00 0.00 -0.01 0.0922
H 0.023918 0.350134 4.890027 0.00 0.00 0.00 0.1078
H 3.782973 0.818419 0.876814 0.02 0.03 -0.03 0.1014
H 4.487742 0.290921 -0.826171 0.02 -0.01 0.01 0.0938
H 5.194125 0.305494 -3.160443 0.00 0.00 0.01 0.0985
H 3.543378 0.524311 -4.984301 0.01 0.00 0.00 0.1040
H 1.156985 0.732977 -5.678899 0.01 0.00 0.01 0.1109
H -1.242974 0.874850 -5.008372 0.01 0.00 -0.01 0.1005
H -1.803827 0.846131 -2.572067 0.01 0.00 0.01 0.1082
H 4.506456 0.897680 2.884351 0.02 -0.01 0.02 0.0979
C -1.497496 -3.197929 0.290733 0.11 -0.06 0.01 -0.0008
C -2.472919 -2.077597 0.231925 0.07 -0.13 -0.03 -0.3551
N -2.177321 -0.813386 0.045683 -0.36 -0.02 0.02 0.1632
C -3.377311 -0.133773 0.068876 -0.01 0.09 0.03 -0.1034
C -4.403302 -1.019847 0.266504 -0.05 -0.20 0.08 -0.0865
N -3.806280 -2.252773 0.362416 0.04 0.18 0.01 0.1663
C -5.880671 -0.951710 0.384074 -0.10 0.05 -0.34 -0.5148
O -6.416986 0.232515 0.290818 -0.19 -0.37 0.31 0.1072
O -6.513192 -1.986615 0.509245 0.01 -0.04 0.12 0.0541
C -3.453337 1.370433 -0.073561 0.02 -0.14 0.02 -0.5703
O -4.616418 1.861573 -0.071876 0.15 0.14 0.07 0.0125
O -2.379499 1.983381 -0.179676 -0.46 0.21 -0.15 -0.0191
H -0.489008 -2.792228 0.262023 -0.01 0.03 -0.01 0.0821
H -1.625669 -3.881446 -0.551255 0.00 0.02 -0.01 0.0772
H -1.609897 -3.773496 1.211002 -0.01 0.02 0.01 0.0794
H -4.327418 -3.100087 0.514480 -0.03 -0.02 0.01 0.1617
H -5.656063 0.945441 0.197515 0.07 0.34 -0.31 0.0349

***

Which of these has the lowest charge?
C22H15BrN4NaO5